# C48H29N8RhS5Te

A structure of composition C48H29N8RhS5Te (ωB97M-V/def2-TZVPD, OMol25).

Values from the calculation:
DFT total energy ... -4654.2870 a.u.
Relative energy (zero: lowest compared OMol25 entry of this formula, charge and spin) ... 0.0 kJ/mol

```
! wB97M-V def2-TZVPD RIJCOSX def2/J DEFGRID3
* xyz 0 1
Te 0.52 1.68 -1.53
Rh -0.49 0.29 0.74
S 0.42 -3.54 4.33
S 2.79 -2.41 5.70
S 0.70 -0.69 4.46
S -2.20 -3.40 2.79
S -1.62 -0.15 2.60
N -3.42 0.23 -0.91
N -1.96 1.61 0.43
N 0.57 1.69 1.70
N -1.00 3.51 1.56
N 0.04 -2.92 -0.11
N 2.56 0.42 2.15
N -1.50 -1.08 -0.30
N 1.00 -1.01 0.99
C 2.15 5.08 4.37
C -2.00 1.47 -5.04
C 4.55 2.25 -3.04
C 3.23 2.44 -2.64
C 1.40 -2.20 4.87
C 2.20 -0.70 1.55
C -0.66 -1.29 3.53
C 2.51 1.38 -2.11
C 3.20 2.95 3.88
C 3.07 -1.87 1.44
C -4.43 -2.57 -1.87
C 4.91 -3.35 1.59
C 1.06 3.56 2.91
C 2.33 -2.86 0.79
C -3.23 -2.19 -1.29
C -4.44 5.31 -0.70
C -2.35 -4.44 -1.41
C -0.82 -2.62 3.52
C -3.36 4.96 0.09
C 0.09 2.92 2.03
C -1.89 2.93 0.77
C -0.47 1.00 -3.24
C -0.99 -0.71 -4.85
C 4.43 -0.05 -2.35
C 4.17 -4.34 0.93
C -3.55 -4.83 -1.99
C 3.11 0.13 -1.96
C -1.64 -5.11 2.65
C -2.99 3.62 0.11
C -1.12 -2.37 -0.43
C -5.14 4.35 -1.44
C -4.77 3.01 -1.41
C 1.01 -2.27 0.51
C -4.58 -3.91 -2.22
C 4.37 -2.10 1.85
C -2.21 -3.11 -1.06
C -1.83 0.18 -5.52
C 2.87 -4.11 0.52
C 3.21 4.17 4.52
C 5.14 1.00 -2.90
C 1.77 1.48 2.28
C 2.11 2.66 3.07
C -3.68 2.66 -0.62
C -3.01 1.39 -0.40
C -0.31 -0.30 -3.71
C -1.32 1.89 -3.90
C 1.06 4.79 3.56
C -2.75 -0.90 -0.80
H -5.50 -4.25 -2.68
H 5.11 3.08 -3.46
H -2.50 -5.65 2.25
H -1.38 -5.53 3.62
H 2.77 3.42 -2.75
H 4.63 -5.30 0.74
H 5.93 -3.57 1.89
H -4.76 6.35 -0.75
H -5.22 -1.85 -2.04
H 0.24 5.48 3.44
H 2.55 -0.69 -1.52
H 4.01 2.23 4.00
H -5.98 4.66 -2.05
H -2.35 -0.15 -6.41
H -2.66 2.16 -5.55
H 2.28 -4.87 0.02
H -5.31 2.26 -1.98
H -3.70 -5.87 -2.27
H -0.86 -1.72 -5.22
H 6.17 0.86 -3.20
H 0.32 -1.00 -3.18
H 4.04 4.43 5.17
H -0.81 -5.20 1.95
H 2.19 6.02 4.89
H 4.93 -1.33 2.36
H 4.89 -1.02 -2.23
H -1.55 -5.15 -1.23
H -2.81 5.70 0.66
H -1.46 2.89 -3.53
*
```



# C48H33N7O5P2Se2Ti

A structure of composition C48H33N7O5P2Se2Ti (ωB97M-V/def2-TZVPD, OMol25).

Values from the calculation:
DFT total energy ... -8943.7505 a.u.
Relative energy (zero: lowest compared OMol25 entry of this formula, charge and spin) ... 82.8 kJ/mol

```
! wB97M-V def2-TZVPD RIJCOSX def2/J DEFGRID3
* xyz -2 1
Se -3.12 0.38 0.16
Se 2.82 -1.23 -3.83
Ti -0.57 -2.16 2.15
P -1.56 0.49 -1.22
P 2.28 0.38 -2.57
O 0.87 -2.53 3.60
O 0.21 -4.00 1.58
O 2.01 -6.50 1.41
O 3.86 -6.25 3.69
O 3.26 -3.74 5.11
N 2.11 -0.81 -0.23
N -2.01 -2.55 3.35
N 1.30 -1.30 0.68
N -2.98 -3.49 3.12
N -0.75 -0.39 3.20
N -2.12 -3.03 1.03
N 0.05 -0.97 0.42
C 4.87 1.38 -2.57
C -1.32 0.23 5.55
C -1.01 5.01 -1.63
C -2.09 -1.81 4.51
C -0.04 0.81 3.03
C 1.63 3.03 -3.28
C 1.11 3.99 -4.14
C 1.35 -0.14 -1.12
C -2.74 -1.30 6.76
C 2.04 2.00 2.70
C -3.90 -4.67 1.24
C -1.09 -1.25 -3.37
C -1.96 -0.33 -2.79
C -3.57 -0.78 -4.52
C -1.46 -1.93 -4.52
C 2.67 -4.17 4.14
C -2.00 -0.12 6.70
C -1.83 2.95 -2.55
C 5.80 2.78 -0.86
C 1.43 1.67 -3.55
C -1.75 4.33 -2.59
C 2.99 -5.46 3.40
C 1.37 3.21 2.69
C 1.54 -3.61 3.40
C -2.98 -4.13 -0.92
C -1.36 -0.60 4.42
C 0.70 1.30 -4.66
C -3.90 -4.85 -0.10
C -0.02 3.22 2.85
C 4.63 2.66 -0.13
C -0.71 2.04 3.00
C 1.35 0.81 2.88
C 3.57 1.91 -0.62
C -0.33 4.31 -0.64
C -0.42 2.92 -0.60
C 0.02 -0.21 -0.70
C 2.03 -5.59 2.22
C -3.21 -0.12 -3.36
C 5.93 2.13 -2.08
C 0.15 2.26 -5.50
C -2.70 -1.69 -5.10
C 1.19 -4.40 2.31
C -1.17 2.24 -1.55
C 3.69 1.27 -1.85
C -3.00 -3.72 1.83
C 0.37 3.61 -5.25
C -2.12 -3.27 -0.30
C -2.77 -2.15 5.66
H 2.20 3.34 -2.42
H 6.63 3.36 -0.47
H -2.93 -4.27 -1.99
H -3.33 -3.08 5.68
H 0.24 4.82 0.11
H -2.26 4.88 -3.37
H -0.78 -2.64 -4.96
H -0.12 -1.45 -2.93
H 0.06 2.38 0.21
H -3.92 0.53 -2.85
H -0.43 1.96 -6.36
H -1.96 0.53 7.57
H 3.12 1.97 2.59
H 4.96 0.85 -3.52
H -2.99 -2.22 -6.00
H 1.91 4.14 2.56
H -2.41 2.43 -3.30
H -4.55 -0.61 -4.95
H 1.28 5.04 -3.92
H 1.87 -0.14 2.93
H -3.26 -1.57 7.67
H -4.58 -5.57 -0.56
H 6.85 2.21 -2.64
H -0.56 4.16 2.83
H -0.95 6.10 -1.65
H 4.53 3.15 0.84
H -1.37 -2.74 -0.87
H -0.74 1.15 5.52
H 0.58 0.25 -4.90
H -4.56 -5.22 1.90
H -0.04 4.36 -5.91
H -1.79 2.03 3.10
H 2.67 1.80 -0.03
*
```